(1)
Here is 4 unconnected molecules or ions with the total composition C19H22ClF24O9PS in a non-equilibrium geometry from the OMol25 dataset. Energies are from ωB97M-V/def2-TZVPD.

Last columns: bonded neighbours and bond lengths (Å).
Element x y z (Å)
1 F 4.573 -2.716 -1.963  C2 1.347
2 C 3.467 -2.902 -1.217  F1 1.347, F3 1.357, C4 1.528, H15 1.094
3 F 2.756 -3.917 -1.769  C2 1.357
4 C 2.591 -1.651 -1.187  C2 1.528, F5 1.351, F6 1.365, C7 1.537
5 F 2.100 -1.390 -2.418  C4 1.351
6 F 1.523 -1.957 -0.394  C4 1.365
7 C 3.206 -0.368 -0.604  C4 1.537, O8 1.410, H16 1.088, H17 1.089
8 O 3.744 0.561 -1.517  C7 1.410, C9 1.363
9 C 5.014 0.405 -1.987  O8 1.363, F10 1.345, F11 1.346, C12 1.528
10 F 5.680 -0.537 -1.296  C9 1.345
11 F 5.656 1.572 -1.794  C9 1.346
12 C 5.019 0.123 -3.489  C9 1.528, F13 1.347, F14 1.351, H18 1.092
13 F 4.280 -0.966 -3.774  C12 1.347
14 F 6.289 -0.109 -3.889  C12 1.351
15 H 3.758 -3.192 -0.203  C2 1.094
16 H 2.377 0.166 -0.145  C7 1.088
17 H 3.901 -0.586 0.206  C7 1.089
18 H 4.617 0.980 -4.033  C12 1.092
19 F 2.286 0.806 4.319  C20 1.354
20 C 1.095 0.321 3.894  F19 1.354, F21 1.353, C22 1.526, H33 1.094
21 F 1.043 0.496 2.553  C20 1.353
22 C -0.083 1.039 4.547  C20 1.526, F23 1.346, F24 1.363, C25 1.536
23 F -0.123 2.330 4.169  C22 1.346
24 F -1.208 0.444 4.059  C22 1.363
25 C -0.189 0.957 6.077  C22 1.536, O26 1.414, H34 1.087, H35 1.089
26 O 0.307 2.038 6.842  C25 1.414, C27 1.362
27 C 1.629 2.118 7.165  O26 1.362, F28 1.343, F29 1.349, C30 1.529
28 F 2.271 0.971 6.891  C27 1.343
29 F 1.700 2.304 8.499  C27 1.349
30 C 2.296 3.324 6.502  C27 1.529, F31 1.344, F32 1.353, H36 1.092
31 F 2.154 3.284 5.167  C30 1.344
32 F 3.617 3.309 6.791  C30 1.353
33 H 1.051 -0.753 4.099  C20 1.094
34 H -1.255 0.966 6.286  C25 1.087
35 H 0.174 0.001 6.453  C25 1.089
36 H 1.853 4.248 6.879  C30 1.092
37 F -2.703 0.488 -6.812  C38 1.350
38 C -1.914 1.318 -7.524  F37 1.350, F39 1.354, C40 1.529, H51 1.094
39 F -0.992 0.565 -8.170  C38 1.354
40 C -1.188 2.318 -6.624  C38 1.529, F41 1.348, F42 1.362, C43 1.536
41 F -0.323 1.673 -5.816  C40 1.348
42 F -0.448 3.103 -7.456  C40 1.362
43 C -2.051 3.273 -5.786  C40 1.536, O44 1.410, H52 1.087, H53 1.089
44 O -2.304 2.914 -4.445  C43 1.410, C45 1.362
45 C -3.320 2.060 -4.142  O44 1.362, F46 1.346, F47 1.348, C48 1.525
46 F -4.119 1.856 -5.206  C45 1.346
47 F -4.068 2.651 -3.189  C45 1.348
48 C -2.789 0.752 -3.563  C45 1.525, F49 1.349, F50 1.360, H54 1.089
49 F -1.926 0.151 -4.408  C48 1.349
50 F -3.814 -0.118 -3.356  C48 1.360
51 H -2.519 1.841 -8.270  C38 1.094
52 H -1.469 4.186 -5.706  C43 1.087
53 H -2.968 3.549 -6.306  C43 1.089
54 H -2.283 0.911 -2.611  C48 1.089
55 O -1.412 1.386 1.386  P56 1.411
56 P -1.956 0.598 0.348  O55 1.411, O57 1.556, O58 1.621, O59 1.559
57 O -3.330 1.200 -0.065  P56 1.556, H68 0.957
58 O -0.978 0.644 -0.945  P56 1.621, H69 0.963
59 O -2.050 -0.906 0.744  P56 1.559, C60 1.446
60 C -2.986 -1.680 -0.040  O59 1.446, C61 1.503, H70 1.068, H71 1.072
61 C -3.183 -3.024 0.603  C60 1.503, C62 1.519, H72 1.068, H73 1.066
62 C -1.956 -3.552 1.326  C61 1.519, C63 1.503, H74 1.061, H75 1.061
63 C -2.106 -3.267 2.794  C62 1.503, S64 1.763, H76 1.065, H77 1.063
64 S -0.651 -3.736 3.671  C63 1.763, O65 1.406, O66 1.394, Cl67 2.051
65 O 0.472 -2.986 3.280  S64 1.406
66 O -0.458 -5.110 3.537  S64 1.394
67 Cl -1.103 -3.264 5.614  S64 2.051
68 H -3.291 2.137 0.125  O57 0.957
69 H -0.627 -0.248 -1.037  O58 0.963
70 H -3.926 -1.174 -0.032  C60 1.068
71 H -2.663 -1.787 -1.057  C60 1.072
72 H -3.970 -2.889 1.313  C61 1.068
73 H -3.554 -3.704 -0.130  C61 1.066
74 H -1.051 -3.132 0.963  C62 1.061
75 H -1.928 -4.601 1.167  C62 1.061
76 H -2.901 -3.867 3.172  C63 1.065
77 H -2.365 -2.245 2.934  C63 1.063

Properties
M: 948.82 g/mol
E_HOMO: -10.976 eV
SMILES string: FC(F)C(F)(F)COC(F)(F)C(F)F.FC(F)C(F)(F)COC(F)(F)C(F)F.FC(F)C(F)(F)COC(F)(F)C(F)F.O=P(O)(O)OCCCCS(=O)(=O)Cl
net charge: 0
lowest unoccupied orbital energy: 0.05 eV

Mulliken atomic charge list, values in e, 5 entries: F -0.234; C -0.041; F -0.270; C 0.968; F -0.303


(2)
Here is C5H10S in the gas phase in a non-equilibrium geometry from the OMol25 dataset. Energies are from ωB97M-V/def2-TZVPD.

Last columns: bonded neighbours and bond lengths (Å).
Element x y z (Å)
1 C -1.450 -0.423 -0.883  C2 1.454, H7 1.123, H8 1.076, H9 1.069
2 C -0.322 0.039 -0.091  C1 1.454, C3 1.498, C4 1.531, C5 1.542
3 C -0.348 1.515 0.163  C2 1.498, H10 1.101, H11 1.142, H12 1.112
4 C 0.348 -0.778 1.016  C2 1.531, C5 1.480, H13 1.086, H14 1.149
5 C 1.049 -0.640 -0.280  C2 1.542, C4 1.480, S6 1.807, H15 1.070
6 S 2.608 0.260 -0.442  C5 1.807, H16 1.360
7 H -2.354 0.012 -0.379  C1 1.123
8 H -1.590 -1.488 -0.952  C1 1.076
9 H -1.382 -0.040 -1.879  C1 1.069
10 H 0.512 2.011 0.638  C3 1.101
11 H -1.104 1.619 1.014  C3 1.142
12 H -0.906 2.149 -0.560  C3 1.112
13 H 0.616 -0.306 1.957  C4 1.086
14 H -0.021 -1.845 1.234  C4 1.149
15 H 1.098 -1.477 -0.944  C5 1.070
16 H 3.246 -0.609 0.387  S6 1.360

Properties
M: 102.20 g/mol
E_HOMO: -8.891 eV
SMILES string: CC1(C)C[C@@H]1S
net charge: 0
lowest unoccupied orbital energy: 0.93 eV

Mulliken atomic charge list, values in e, 5 entries: C -1.635; C 1.424; C -1.555; C -0.741; C -0.454


(3)
Here is a gas-phase ion, C3H4NO2 (charge +1) in a non-equilibrium geometry from the OMol25 dataset. Energies are from ωB97M-V/def2-TZVPD.

Last columns: bonded neighbours and bond lengths (Å).
Element x y z (Å)
1 C -0.826 0.583 -0.122  C2 1.403, C3 1.330, H7 1.014
2 C 0.013 -0.434 0.356  C1 1.403, N4 1.544, O6 1.247
3 C -2.155 0.521 -0.083  C1 1.330, O5 1.130
4 N 1.477 -0.339 -0.126  C2 1.544, H8 1.073, H9 1.038, H10 1.037
5 O -3.275 0.628 0.021  C3 1.130
6 O -0.258 -1.568 0.797  C2 1.247
7 H -0.660 1.582 -0.179  C1 1.014
8 H 1.742 0.539 -0.684  N4 1.073
9 H 1.796 -1.178 -0.647  N4 1.038
10 H 2.146 -0.334 0.666  N4 1.037

Properties
spin multiplicity: 3
M: 86.07 g/mol
E_HOMO (alpha / beta): -11.367 / -15.858 eV
⟨S²⟩: 2.009
net charge: +1
lowest unoccupied orbital energy (alpha / beta): -4.34 / -8.52 eV

Mulliken atomic charge list, values in e, 5 entries: C -0.329; C 0.423; C 0.340; N -0.398; O -0.113